The following is a DFT calculation (the ωB97M-V functional and the def2-TZVPD basis) of one molecule with the formula C4H14N3 at a distorted geometry.

Results
**Strongest force on any atom**: 0.0413 hartree/bohr
**Multiplicity**: 2
**Total charge**: 0
**Kohn-Sham gap (alpha / beta)**: 4.343 / 10.291 eV
**E**: -8841.42028 eV
**HOMO energy (alpha / beta)**: -3.40 / -9.50 eV

Geometry (Å):
N (-0.503, 0.513, -2.002)
C (-0.406, -0.932, -1.702)
C (0.793, -1.344, -0.789)
N (1.059, -0.149, 0.067)
C (0.682, -0.338, 1.481)
C (-0.588, 0.492, 1.772)
N (-0.260, 1.957, 1.774)
H (-0.046, 1.050, -1.239)
H (-1.495, 0.813, -2.153)
H (0.115, 0.733, -2.813)
H (-0.347, -1.459, -2.649)
H (-1.341, -1.311, -1.314)
H (1.604, -1.637, -1.459)
H (0.611, -2.212, -0.164)
H (2.057, 0.039, 0.109)
H (0.352, -1.317, 1.835)
H (1.506, -0.131, 2.165)
H (-1.013, 0.266, 2.759)
H (-1.368, 0.277, 1.040)
H (-0.880, 2.412, 2.435)
H (-0.533, 2.278, 0.847)

Per-atom Mulliken charges, elementary charge units: number 1, N, carries -2.07; number 2, C, carries -1.34; number 3, C, carries -0.50; number 4, N, carries -0.48; number 5, C, carries -0.66; number 6, C, carries -0.53; number 7, N, carries -0.68; number 8, H, carries 0.29; number 9, H, carries 1.05; number 10, H, carries 1.02; number 11, H, carries 0.56; number 12, H, carries 0.35; number 13, H, carries 0.57; number 14, H, carries 0.27; number 15, H, carries 0.25; number 16, H, carries 0.25; number 17, H, carries 0.38; number 18, H, carries 0.47; number 19, H, carries 0.26; number 20, H, carries 0.25; number 21, H, carries 0.29

***

The following is a DFT calculation (the ωB97M-V functional and the def2-TZVPD basis) of a 2-piece molecular cluster, C4H13N2O2 overall at a distorted geometry.

Results
**Strongest force on any atom**: 0.0351 hartree/bohr
**Total charge**: +1
**Kohn-Sham gap**: 11.718 eV
**E**: -11428.73053 eV
**HOMO energy**: -14.54 eV

Geometry (Å):
O (-1.284, -0.856, 0.761)
C (-0.248, -1.278, 0.292)
N (0.294, -2.457, 0.645)
C (0.634, -0.378, -0.541)
N (-0.305, 0.696, -1.028)
C (0.167, 1.424, -2.232)
C (1.759, 0.245, 0.259)
H (-0.101, -2.934, 1.440)
H (1.228, -2.683, 0.341)
H (1.051, -0.877, -1.398)
H (-1.206, 0.255, -1.195)
H (-0.462, 1.365, -0.265)
H (0.056, 0.817, -3.128)
H (-0.355, 2.360, -2.374)
H (1.220, 1.667, -2.111)
H (2.528, -0.473, 0.541)
H (2.284, 1.017, -0.304)
H (1.392, 0.700, 1.181)
H (-1.419, 2.458, 1.702)
H (-1.299, 0.915, 1.932)
O (-0.905, 1.674, 1.487)

Per-atom Mulliken charges, elementary charge units: number 1, O, carries -0.64; number 2, C, carries 0.51; number 3, N, carries -0.39; number 4, C, carries -0.07; number 5, N, carries -0.10; number 6, C, carries -0.86; number 7, C, carries -1.21; number 8, H, carries 0.27; number 9, H, carries 0.22; number 10, H, carries 0.40; number 11, H, carries 0.34; number 12, H, carries 0.42; number 13, H, carries 0.35; number 14, H, carries 0.36; number 15, H, carries 0.34; number 16, H, carries 0.35; number 17, H, carries 0.38; number 18, H, carries 0.34; number 19, H, carries 0.29; number 20, H, carries 0.32; number 21, O, carries -0.63

***

The following is a DFT calculation (the ωB97M-V functional and the def2-TZVPD basis) of C27H25BN2O4PdSe2Te2 as an isolated structure.

Results
**Strongest force on any atom**: 0.0144 hartree/bohr
**Total charge**: 0
**Kohn-Sham gap (alpha / beta)**: 4.400 / 4.443 eV
**E**: -189010.73095 eV
**HOMO energy (alpha / beta)**: -7.27 / -7.26 eV

Geometry (Å):
Pd (0.471, 1.800, -1.901)
C (-1.897, -0.065, -3.850)
O (-1.679, 0.745, -2.698)
C (-2.739, 1.489, -2.246)
C (-3.959, 1.528, -2.908)
C (-4.999, 2.296, -2.400)
C (-4.819, 3.030, -1.241)
C (-3.592, 2.995, -0.593)
C (-2.549, 2.223, -1.072)
N (-1.235, 2.190, -0.466)
N (-1.221, 2.817, 0.628)
C (-0.089, 3.070, 1.334)
C (1.238, 2.701, 0.992)
O (1.590, 1.966, 0.016)
C (2.309, 3.190, 1.847)
C (2.068, 3.936, 2.937)
C (0.735, 4.301, 3.332)
C (0.514, 5.078, 4.482)
C (-0.757, 5.427, 4.861)
C (-1.837, 4.993, 4.080)
C (-1.636, 4.235, 2.952)
C (-0.339, 3.868, 2.541)
H (-2.723, -0.755, -3.670)
H (-0.977, -0.613, -4.013)
H (-2.106, 0.555, -4.723)
H (-4.105, 0.967, -3.818)
H (-5.946, 2.320, -2.924)
H (-5.620, 3.640, -0.846)
H (-3.423, 3.580, 0.299)
H (3.312, 2.900, 1.562)
H (2.895, 4.276, 3.553)
H (1.370, 5.395, 5.066)
H (-0.924, 6.025, 5.747)
H (-2.848, 5.255, 4.369)
H (-2.480, 3.899, 2.369)
Se (0.240, 4.389, -2.493)
Te (2.591, 3.838, -2.394)
Te (2.369, 1.354, -3.523)
Se (0.904, 1.587, -5.386)
C (2.028, -5.104, 2.261)
C (1.930, -5.545, 0.801)
C (3.267, -6.182, 0.398)
C (0.814, -6.593, 0.692)
C (1.627, -4.373, -0.136)
C (1.442, -4.621, -1.503)
C (1.174, -3.614, -2.426)
C (1.096, -2.336, -1.925)
O (0.849, -1.148, -2.593)
B (0.882, -0.162, -1.602)
O (1.156, -0.717, -0.366)
C (1.279, -2.071, -0.590)
C (1.543, -3.058, 0.332)
H (2.221, -5.977, 2.887)
H (1.102, -4.643, 2.609)
H (2.846, -4.398, 2.420)
H (3.490, -7.031, 1.048)
H (4.082, -5.460, 0.484)
H (3.246, -6.542, -0.632)
H (1.020, -7.427, 1.367)
H (0.729, -6.996, -0.318)
H (-0.151, -6.162, 0.965)
H (1.513, -5.638, -1.867)
H (1.035, -3.824, -3.477)
H (1.675, -2.802, 1.372)

Per-atom Mulliken charges, elementary charge units: number 1, Pd, carries 0.24; number 2, C, carries -1.10; number 3, O, carries -0.05; number 4, C, carries 0.51; number 5, C, carries -0.86; number 6, C, carries -0.60; number 7, C, carries -1.01; number 8, C, carries -0.31; number 9, C, carries 0.31; number 10, N, carries 1.30; number 11, N, carries -0.52; number 12, C, carries -0.30; number 13, C, carries 0.40; number 14, O, carries -0.33; number 15, C, carries -0.64; number 16, C, carries -0.87; number 17, C, carries 0.92; number 18, C, carries -0.87; number 19, C, carries -0.52; number 20, C, carries -0.80; number 21, C, carries -0.29; number 22, C, carries 0.68; number 23, H, carries 0.41; number 24, H, carries 0.20; number 25, H, carries 0.39; number 26, H, carries 0.42; number 27, H, carries 0.41; number 28, H, carries 0.40; number 29, H, carries 0.36; number 30, H, carries 0.47; number 31, H, carries 0.34; number 32, H, carries 0.37; number 33, H, carries 0.39; number 34, H, carries 0.39; number 35, H, carries 0.33; number 36, Se, carries -0.33; number 37, Te, carries -0.01; number 38, Te, carries 0.13; number 39, Se, carries -0.42; number 40, C, carries -2.08; number 41, C, carries 1.98; number 42, C, carries -1.58; number 43, C, carries -1.61; number 44, C, carries 0.56; number 45, C, carries -0.45; number 46, C, carries -2.11; number 47, C, carries 0.89; number 48, O, carries -0.15; number 49, B, carries 0.66; number 50, O, carries -0.25; number 51, C, carries 0.56; number 52, C, carries -0.95; number 53, H, carries 0.42; number 54, H, carries 0.42; number 55, H, carries 0.38; number 56, H, carries 0.43; number 57, H, carries 0.38; number 58, H, carries 0.33; number 59, H, carries 0.44; number 60, H, carries 0.32; number 61, H, carries 0.38; number 62, H, carries 0.40; number 63, H, carries 0.48; number 64, H, carries 0.62

***

The following is a DFT calculation (the ωB97M-V functional and the def2-TZVPD basis) of an isolated ion of composition C4H6BrN2 and charge +1 at a distorted geometry.

Results
**Strongest force on any atom**: 0.0636 hartree/bohr
**Total charge**: +1
**Kohn-Sham gap (alpha / beta)**: 7.644 / 9.349 eV
**E**: -77255.36787 eV
**HOMO energy (alpha / beta)**: -12.35 / -13.73 eV

Geometry (Å):
C (-1.100, -0.494, 0.579)
C (-0.132, -0.196, -0.551)
C (-0.753, -1.054, 1.719)
C (1.324, -0.599, -0.284)
N (1.826, -0.637, 0.823)
N (0.058, 1.347, -0.792)
Br (-1.055, -1.688, 3.355)
H (-2.074, -0.095, 0.365)
H (-0.682, -0.597, -1.433)
H (2.083, -0.881, -1.138)
H (0.208, 1.516, -1.836)
H (1.057, 1.573, -0.489)
H (-0.760, 1.804, -0.317)

Per-atom Mulliken charges, elementary charge units: number 1, C, carries -0.05; number 2, C, carries 0.28; number 3, C, carries -0.62; number 4, C, carries -0.26; number 5, N, carries -0.33; number 6, N, carries -0.39; number 7, Br, carries 0.07; number 8, H, carries 0.44; number 9, H, carries 0.31; number 10, H, carries 0.37; number 11, H, carries 0.37; number 12, H, carries 0.42; number 13, H, carries 0.37